Computed, not measured: a cluster of 3 separate species, C20H35IN3O4PS in total at a distorted geometry, with ωB97M-V with the def2-TZVPD basis set.

Its SMILES is CCN(CC[C@@](CC(=O)I)(OC(=O)S)P(C)C)C(C)=O.CCCC#N.CCCC#N. For the LUMO energy, the calculation gives 0.483 eV. Its HOMO-LUMO gap is 0.31436 Ha.

ORCA input file:
```
! RIJCOSX wB97M-V def2-TZVPD def2/J DEFGRID3
* xyz 0 1
C 4.4267 -1.3927 1.6525
C 2.9198 -1.2895 1.8479
N 2.2255 -2.4730 1.3308
C 0.8102 -2.5560 1.7313
C -0.0896 -1.5471 1.0129
C -1.5258 -1.4131 1.5737
C -2.5275 -1.5417 0.3753
C -3.7757 -2.3112 0.7851
O -3.9758 -3.4565 0.5569
I -5.3206 -1.1671 1.7957
O -1.9031 -2.5203 2.4383
C -1.5806 -2.6067 3.7394
O -1.7142 -1.7466 4.5488
S -1.0852 -4.2928 4.1593
P -1.8187 0.2918 2.3638
C -0.3324 0.5540 3.4381
C -1.4539 1.4113 0.9510
C 2.3987 -2.6306 -0.0771
C 2.5451 -4.0570 -0.5276
O 2.4737 -1.6984 -0.8332
H 4.7749 -2.4052 1.8639
H 4.9416 -0.7111 2.3303
H 4.7117 -1.1282 0.6342
H 2.5687 -0.3598 1.3838
H 2.6863 -1.2182 2.9131
H 0.8088 -2.3468 2.8029
H 0.4644 -3.5769 1.5664
H 0.4032 -0.5741 1.0742
H -0.1175 -1.7764 -0.0511
H -2.8724 -0.5709 0.0311
H -2.0954 -2.1332 -0.4282
H -0.0399 -3.8823 4.8838
H 0.3541 1.2641 2.9709
H -0.6698 0.9786 4.3809
H 0.2204 -0.3639 3.6249
H -2.2417 2.1676 0.9496
H -1.4802 0.9056 -0.0080
H -0.4972 1.9255 1.0570
H 2.3656 -4.1294 -1.5978
H 1.8574 -4.7065 0.0155
H 3.5596 -4.3793 -0.2865
C 1.3310 -0.6496 -4.7516
C -0.0962 -0.3477 -5.1942
C -0.7650 0.7313 -4.3328
C -0.8440 0.3167 -2.9351
N -0.9047 -0.0215 -1.8410
H 1.3627 -1.0392 -3.7324
H 1.7852 -1.3942 -5.4051
H 1.9501 0.2489 -4.7857
H -0.6959 -1.2593 -5.1584
H -0.0999 -0.0050 -6.2300
H -1.7775 0.9439 -4.6771
H -0.2028 1.6657 -4.3758
C -1.5536 6.6298 -0.6916
C -1.1103 5.3466 -0.0008
C -0.1364 4.5200 -0.8493
C -0.7407 4.0944 -2.1125
N -1.2226 3.7616 -3.0985
H -2.0932 6.4152 -1.6151
H -2.2182 7.2032 -0.0460
H -0.6974 7.2608 -0.9374
H -1.9828 4.7360 0.2385
H -0.6193 5.5861 0.9438
H 0.1704 3.6207 -0.3143
H 0.7614 5.0998 -1.0715
*
```